# 1
{
  "formula": "C33H35BCrN5O7S",
  "method": "ωB97M-V with the def2-TZVPD basis set",
  "species": ["Cr", "O", "C", "O", "C", "C", "C", "C", "C", "N", "C", "O", "O", "H", "H", "H", "H", "C", "C", "C", "C", "C", "C", "C", "C", "H", "H", "H", "H", "H", "C", "C", "C", "C", "C", "C", "C", "C", "O", "B", "O", "C", "C", "H", "H", "H", "H", "H", "H", "H", "H", "H", "H", "H", "H", "C", "N", "C", "N", "O", "H", "H", "H", "H", "H", "H", "C", "C", "C", "C", "N", "C", "S", "N", "C", "H", "H", "H", "H", "H", "H", "H", "H"],
  "coordinates": [[-1.063, 1.284, -0.953], [-4.760, 1.122, -2.690], [-3.480, 1.050, -2.352], [-3.073, 1.492, -1.268], [-2.537, 0.426, -3.243], [-2.743, -0.106, -4.512], [-1.659, -0.633, -5.187], [-0.399, -0.619, -4.582], [-0.273, -0.072, -3.326], [-1.318, 0.443, -2.671], [0.993, 0.125, -2.537], [2.081, -0.209, -2.963], [0.771, 0.726, -1.404], [-5.231, 1.577, -1.977], [-3.735, -0.083, -4.941], [-1.781, -1.038, -6.182], [0.477, -1.020, -5.072], [-1.206, 1.924, 0.877], [-1.721, 2.489, 1.828], [-2.352, 3.173, 2.908], [-2.173, 2.767, 4.234], [-2.834, 3.417, 5.262], [-3.682, 4.481, 4.987], [-3.866, 4.893, 3.674], [-3.208, 4.249, 2.641], [-1.516, 1.933, 4.441], [-2.689, 3.099, 6.287], [-4.193, 4.990, 5.794], [-4.525, 5.726, 3.463], [-3.344, 4.563, 1.615], [-0.617, -6.890, 2.911], [0.110, -5.979, 1.921], [1.518, -5.692, 2.469], [0.218, -6.720, 0.580], [-0.610, -4.646, 1.712], [-1.754, -4.291, 2.421], [-2.410, -3.073, 2.236], [-1.873, -2.199, 1.322], [-2.272, -0.942, 0.955], [-1.345, -0.481, 0.025], [-0.385, -1.486, -0.200], [-0.722, -2.535, 0.614], [-0.083, -3.740, 0.782], [-0.058, -7.819, 3.029], [-1.618, -7.141, 2.555], [-0.700, -6.423, 3.894], [2.045, -6.625, 2.680], [1.452, -5.117, 3.394], [2.110, -5.119, 1.755], [0.706, -7.687, 0.719], [0.796, -6.151, -0.147], [-0.776, -6.891, 0.163], [-2.166, -4.973, 3.151], [-3.293, -2.817, 2.806], [0.803, -3.959, 0.200], [3.847, 1.179, 3.368], [3.304, 2.106, 2.396], [2.403, 1.769, 1.418], [2.257, 0.459, 1.145], [1.824, 2.662, 0.789], [4.555, 1.713, 3.997], [4.392, 0.376, 2.869], [3.075, 0.744, 4.010], [3.240, 3.072, 2.667], [2.631, -0.265, 1.727], [1.670, 0.224, 0.356], [4.203, 3.521, -1.623], [3.058, 3.348, -2.563], [3.200, 3.144, -3.911], [2.038, 2.923, -4.659], [0.830, 3.059, -4.133], [0.698, 3.343, -2.832], [-0.820, 3.660, -2.150], [1.819, 3.430, -2.049], [2.104, 2.489, -6.086], [5.147, 3.311, -2.117], [4.082, 2.863, -0.765], [4.213, 4.547, -1.252], [4.178, 3.096, -4.365], [1.701, 3.373, -1.024], [3.112, 2.570, -6.486], [1.408, 3.069, -6.689], [1.790, 1.444, -6.131]],
  "lumo_ev": [-0.692, -0.701],
  "gap_ev": [6.56, 6.02],
  "spin_multiplicity": 2,
  "relative_energy_ev": 0.9444
}

# 2
{
  "formula": "C33H35BFIO10Si",
  "method": "ωB97M-V with the def2-TZVPD basis set",
  "species": ["C", "C", "F", "B", "C", "C", "O", "Si", "C", "C", "C", "C", "C", "O", "I", "H", "H", "H", "H", "H", "H", "H", "H", "H", "H", "H", "H", "H", "H", "H", "H", "H", "H", "H", "C", "C", "C", "O", "C", "C", "C", "O", "H", "H", "H", "H", "C", "C", "C", "O", "C", "C", "C", "O", "H", "H", "H", "H", "C", "C", "C", "O", "C", "C", "C", "O", "H", "H", "H", "H", "C", "C", "C", "O", "C", "C", "C", "O", "H", "H", "H", "H"],
  "coordinates": [[-11.378, 2.651, 0.298], [-10.467, 3.314, 1.317], [-11.093, 4.508, 1.740], [-10.264, 2.453, 2.632], [-8.925, 1.776, 3.061], [-7.699, 2.119, 2.229], [-7.179, 3.384, 2.608], [-5.700, 3.351, 3.371], [-5.366, 5.110, 3.936], [-5.663, 2.245, 4.891], [-4.289, 2.838, 2.258], [-11.509, 2.282, 3.633], [-12.117, 0.905, 3.575], [-11.705, -0.021, 4.237], [-13.827, 0.567, 2.272], [-11.074, 2.884, -0.710], [-12.382, 3.015, 0.438], [-11.367, 1.576, 0.427], [-9.551, 3.623, 0.830], [-9.033, 0.691, 3.087], [-8.734, 2.063, 4.091], [-7.989, 2.189, 1.185], [-6.953, 1.329, 2.276], [-5.904, 5.336, 4.843], [-4.307, 5.256, 4.082], [-5.694, 5.775, 3.144], [-4.861, 2.616, 5.516], [-5.417, 1.222, 4.627], [-6.576, 2.259, 5.471], [-4.266, 3.403, 1.335], [-4.254, 1.778, 2.033], [-3.374, 3.081, 2.783], [-12.235, 3.075, 3.515], [-11.108, 2.344, 4.635], [-2.222, 3.906, -1.749], [-1.969, 3.110, -2.783], [-1.089, 1.922, -2.642], [-0.856, 1.197, -3.585], [-0.506, 1.656, -1.304], [-0.759, 2.452, -0.268], [-1.637, 3.639, -0.410], [-1.874, 4.364, 0.532], [-2.860, 4.777, -1.828], [-2.385, 3.285, -3.768], [0.132, 0.788, -1.220], [-0.340, 2.273, 0.714], [3.891, -1.945, -0.843], [3.177, -0.832, -0.698], [2.358, -0.597, 0.517], [1.704, 0.416, 0.649], [2.365, -1.648, 1.566], [3.078, -2.760, 1.422], [3.897, -2.995, 0.207], [4.550, -4.008, 0.074], [4.497, -2.137, -1.720], [3.158, -0.053, -1.449], [1.761, -1.454, 2.443], [3.098, -3.539, 2.173], [9.484, -6.049, -2.513], [9.078, -4.926, -3.099], [7.745, -4.346, -2.804], [7.373, -3.319, -3.337], [6.879, -5.056, -1.833], [7.283, -6.178, -1.246], [8.616, -6.762, -1.540], [8.984, -7.785, -1.004], [10.450, -6.491, -2.710], [9.688, -4.388, -3.807], [5.916, -4.612, -1.631], [6.668, -6.713, -0.533], [12.643, -2.589, -3.638], [13.439, -1.667, -4.172], [14.439, -2.022, -5.212], [15.166, -1.184, -5.696], [14.512, -3.444, -5.635], [13.714, -4.364, -5.102], [12.718, -4.008, -4.063], [11.987, -4.847, -3.576], [11.908, -2.353, -2.879], [13.401, -0.626, -3.878], [15.246, -3.680, -6.395], [13.751, -5.406, -5.395]],
  "lumo_ev": -1.911,
  "gap_ev": 7.82
}

# 3
{
  "formula": "C33H35BN2O6",
  "method": "ωB97M-V with the def2-TZVPD basis set",
  "species": ["C", "N", "C", "C", "C", "C", "C", "C", "C", "C", "C", "C", "C", "C", "C", "C", "C", "N", "C", "C", "C", "C", "C", "C", "C", "C", "C", "C", "C", "H", "H", "H", "H", "H", "H", "H", "H", "H", "H", "H", "H", "H", "H", "H", "H", "H", "H", "H", "H", "H", "H", "H", "H", "H", "C", "C", "O", "B", "H", "O", "C", "C", "O", "O", "C", "C", "O", "O", "H", "H", "H", "H", "H", "H", "H", "H", "H"],
  "coordinates": [[-1.303, 1.787, 6.239], [-0.896, 2.412, 4.975], [0.186, 3.331, 5.053], [1.370, 2.911, 5.695], [2.471, 3.763, 5.732], [2.374, 5.059, 5.215], [1.182, 5.495, 4.629], [0.093, 4.627, 4.514], [-1.175, 1.750, 3.785], [-1.177, 2.450, 2.558], [-1.364, 1.775, 1.375], [-1.404, 0.351, 1.323], [-1.488, -0.301, 0.072], [-1.005, -1.571, -0.300], [-1.276, -2.074, -1.609], [-0.831, -3.306, -2.026], [-0.111, -4.138, -1.148], [0.384, -5.389, -1.584], [-0.024, -6.579, -0.817], [1.663, -5.437, -2.199], [2.780, -5.827, -1.436], [4.046, -5.790, -2.018], [4.188, -5.454, -3.369], [3.067, -5.112, -4.135], [1.805, -5.057, -3.547], [0.125, -3.689, 0.166], [-0.240, -2.415, 0.558], [-1.420, -0.336, 2.573], [-1.370, 0.349, 3.771], [-2.288, 1.328, 6.098], [-0.586, 1.025, 6.583], [-1.370, 2.582, 6.993], [1.409, 1.897, 6.115], [3.401, 3.392, 6.161], [3.232, 5.728, 5.268], [1.094, 6.507, 4.237], [-0.841, 4.938, 4.032], [-1.057, 3.530, 2.563], [-1.472, 2.329, 0.449], [-1.954, 0.269, -0.721], [-1.857, -1.456, -2.289], [-1.039, -3.680, -3.027], [0.218, -7.461, -1.419], [0.485, -6.645, 0.153], [-1.107, -6.529, -0.659], [2.633, -6.103, -0.384], [4.912, -6.024, -1.399], [5.177, -5.457, -3.823], [3.171, -4.869, -5.191], [0.908, -4.758, -4.100], [0.643, -4.355, 0.858], [0.046, -2.063, 1.544], [-1.507, -1.421, 2.590], [-1.405, -0.200, 4.715], [-3.741, 4.730, -2.637], [-2.842, 3.625, -2.152], [-2.051, 3.180, -3.119], [-1.014, 2.185, -2.792], [-1.349, 1.354, -1.846], [-0.693, 1.527, -4.087], [-1.418, 0.470, -4.427], [-1.050, -0.056, -5.784], [-2.307, -0.039, -3.741], [0.173, 2.949, -2.379], [1.143, 2.250, -1.791], [2.326, 3.113, -1.447], [1.109, 1.046, -1.559], [-2.854, 3.218, -0.994], [-3.922, 4.633, -3.709], [-4.651, 4.711, -2.039], [-3.240, 5.681, -2.434], [-0.018, 0.210, -6.017], [-1.233, -1.129, -5.785], [-1.724, 0.388, -6.522], [2.056, 4.167, -1.525], [2.678, 2.826, -0.455], [3.125, 2.870, -2.153]],
  "lumo_ev": -2.046,
  "gap_ev": 6.18,
  "relative_energy_ev": 1.5894
}

# 4
{
  "formula": "C33H35BeF5N4P2S",
  "method": "ωB97M-V with the def2-TZVPD basis set",
  "species": ["Be", "C", "C", "C", "C", "C", "C", "C", "C", "C", "H", "H", "H", "H", "H", "H", "H", "H", "H", "H", "H", "H", "H", "H", "H", "P", "P", "N", "N", "N", "N", "C", "C", "C", "C", "C", "C", "C", "C", "C", "C", "C", "C", "C", "C", "C", "C", "C", "C", "H", "H", "H", "H", "H", "H", "H", "H", "H", "H", "H", "H", "H", "H", "H", "H", "H", "H", "H", "H", "F", "C", "C", "F", "C", "F", "C", "S", "C", "F", "C", "F"],
  "coordinates": [[-0.097, -2.824, 2.092], [-1.790, 3.473, 3.733], [-2.550, 2.768, 2.884], [-2.087, 2.182, 1.570], [-1.013, 1.083, 1.761], [0.413, 1.599, 1.826], [0.895, 2.839, 1.798], [0.205, 4.131, 2.120], [-0.483, 4.187, 3.499], [1.590, -2.674, 2.186], [-2.227, 3.690, 4.713], [-3.557, 2.436, 3.171], [-1.692, 2.951, 0.891], [-2.971, 1.706, 1.103], [-1.231, 0.520, 2.688], [-1.119, 0.334, 0.937], [1.119, 0.763, 1.910], [1.961, 2.965, 1.562], [-0.513, 4.376, 1.335], [0.963, 4.932, 2.122], [0.222, 3.868, 4.286], [-0.654, 5.263, 3.677], [2.092, -2.155, 3.022], [2.090, -2.370, 1.264], [1.741, -3.747, 2.360], [1.706, -1.105, -1.939], [-1.792, -0.607, -1.929], [3.029, 0.054, -2.304], [2.454, -2.417, -2.988], [-1.807, 1.161, -2.486], [-3.380, -1.081, -2.656], [0.649, -0.445, -3.297], [-0.733, -1.131, -3.352], [4.173, 0.116, -1.499], [5.118, 0.922, -2.129], [4.553, 1.350, -3.370], [3.275, 0.805, -3.463], [2.625, -3.722, -2.524], [2.891, -4.554, -3.606], [2.909, -3.738, -4.779], [2.689, -2.430, -4.366], [-1.147, 2.109, -1.699], [-1.178, 3.336, -2.347], [-1.847, 3.142, -3.591], [-2.144, 1.791, -3.689], [-4.273, -0.540, -3.588], [-5.237, -1.492, -3.905], [-4.935, -2.666, -3.145], [-3.791, -2.404, -2.410], [1.116, -0.608, -4.276], [0.540, 0.640, -3.154], [-1.234, -0.872, -4.303], [-0.649, -2.233, -3.292], [4.190, -0.402, -0.550], [6.098, 1.164, -1.757], [5.006, 1.973, -4.119], [2.521, 0.911, -4.237], [2.549, -3.931, -1.468], [3.040, -5.620, -3.572], [3.053, -4.056, -5.798], [2.673, -1.522, -4.951], [-0.677, 1.822, -0.758], [-0.789, 4.254, -1.955], [-2.089, 3.886, -4.328], [-2.575, 1.244, -4.516], [-4.191, 0.475, -3.939], [-6.050, -1.357, -4.594], [-5.494, -3.582, -3.139], [-3.228, -3.022, -1.730], [0.914, 0.100, 8.727], [0.502, -0.668, 7.703], [0.000, -0.095, 6.542], [-0.115, 1.244, 6.446], [-0.386, -0.902, 5.482], [-0.998, -0.305, 4.434], [-0.253, -2.302, 5.449], [-0.749, -3.256, 4.109], [0.233, -2.844, 6.665], [0.258, -4.184, 6.793], [0.607, -2.058, 7.754], [1.063, -2.642, 8.879]],
  "lumo_ev": -1.955,
  "gap_ev": 6.52,
  "relative_energy_ev": 0.0000
}

# 5
{
  "formula": "C33H35Br2CoGeNOP2",
  "method": "ωB97M-V with the def2-TZVPD basis set",
  "species": ["Co", "C", "P", "C", "C", "C", "P", "C", "C", "H", "H", "H", "H", "H", "H", "H", "H", "H", "H", "H", "H", "H", "H", "H", "H", "Br", "C", "C", "C", "Br", "C", "C", "C", "C", "N", "C", "C", "O", "H", "H", "H", "H", "C", "C", "C", "C", "C", "C", "Ge", "C", "C", "C", "C", "C", "C", "C", "C", "C", "C", "C", "C", "H", "H", "H", "H", "H", "H", "H", "H", "H", "H", "H", "H", "H", "H", "H"],
  "coordinates": [[0.528, -0.174, 0.779], [1.799, -3.304, 1.487], [0.458, -2.141, 1.866], [-1.014, -3.219, 1.922], [0.754, -1.813, 3.648], [1.797, -0.709, 3.773], [1.322, 0.685, 2.684], [0.153, 1.616, 3.716], [2.809, 1.742, 2.773], [1.801, -4.106, 2.227], [2.761, -2.787, 1.507], [1.665, -3.726, 0.490], [-0.760, -4.207, 2.312], [-1.455, -3.335, 0.934], [-1.766, -2.764, 2.570], [1.072, -2.723, 4.163], [-0.201, -1.512, 4.085], [2.770, -1.055, 3.416], [1.927, -0.386, 4.809], [0.598, 1.807, 4.693], [-0.776, 1.055, 3.839], [-0.094, 2.569, 3.241], [2.724, 2.602, 2.108], [3.682, 1.159, 2.475], [2.959, 2.113, 3.790], [-4.156, 0.999, -1.382], [-2.505, 1.875, -1.277], [-2.509, 3.235, -1.680], [-1.372, 3.965, -1.669], [-1.424, 5.752, -2.258], [-0.156, 3.380, -1.228], [1.089, 4.043, -1.202], [2.212, 3.372, -0.818], [2.086, 2.042, -0.391], [0.938, 1.408, -0.364], [-0.184, 2.037, -0.811], [-1.365, 1.242, -0.871], [-1.232, -0.084, -0.542], [-3.435, 3.675, -2.020], [1.142, 5.082, -1.507], [3.184, 3.851, -0.809], [2.951, 1.477, -0.064], [-1.662, 0.604, -6.037], [-0.672, 0.973, -5.134], [-0.645, 0.410, -3.864], [-1.612, -0.522, -3.483], [-2.601, -0.889, -4.399], [-2.623, -0.329, -5.672], [-1.555, -1.414, -1.796], [-0.017, -2.568, -1.725], [-0.140, -3.883, -1.264], [0.934, -4.764, -1.347], [2.148, -4.332, -1.863], [2.291, -3.022, -2.308], [1.213, -2.151, -2.252], [-3.080, -2.369, -1.172], [-3.753, -2.008, -0.003], [-4.821, -2.772, 0.450], [-5.230, -3.896, -0.259], [-4.568, -4.265, -1.423], [-3.493, -3.507, -1.875], [-1.683, 1.046, -7.027], [0.080, 1.700, -5.419], [0.143, 0.705, -3.181], [-3.375, -1.598, -4.119], [-3.396, -0.617, -6.376], [-1.081, -4.235, -0.854], [0.822, -5.787, -1.004], [2.985, -5.018, -1.926], [3.236, -2.688, -2.718], [1.335, -1.142, -2.631], [-3.442, -1.134, 0.555], [-5.341, -2.486, 1.357], [-6.069, -4.485, 0.095], [-4.888, -5.140, -1.979], [-2.980, -3.812, -2.782]],
  "total_charge": 1,
  "lumo_ev": [-3.025, -3.028],
  "gap_ev": [6.88, 6.87],
  "relative_energy_ev": 0.5092
}

# 6
{
  "formula": "C33H35CaN3O2S",
  "method": "ωB97M-V with the def2-TZVPD basis set",
  "species": ["Ca", "C", "C", "C", "C", "C", "C", "C", "C", "C", "H", "H", "H", "H", "H", "H", "H", "H", "H", "H", "H", "H", "C", "N", "C", "C", "C", "C", "C", "C", "C", "C", "H", "H", "H", "H", "H", "H", "H", "H", "H", "H", "H", "H", "O", "S", "O", "N", "C", "C", "C", "C", "C", "C", "C", "C", "N", "C", "C", "C", "C", "C", "C", "C", "H", "H", "H", "H", "H", "H", "H", "H", "H", "H", "H"],
  "coordinates": [[-0.451, 0.182, 0.393], [0.834, 2.393, -3.138], [-0.556, 1.925, -2.810], [-1.355, 2.645, -1.931], [-2.656, 2.240, -1.654], [-3.508, 3.031, -0.707], [-3.158, 1.114, -2.291], [-2.376, 0.378, -3.174], [-2.935, -0.836, -3.852], [-1.075, 0.790, -3.421], [1.180, 3.124, -2.408], [0.845, 2.863, -4.124], [1.534, 1.558, -3.160], [-0.973, 3.546, -1.468], [-2.891, 3.563, 0.015], [-4.186, 2.376, -0.165], [-4.112, 3.757, -1.252], [-4.181, 0.809, -2.107], [-3.535, -0.559, -4.719], [-3.572, -1.381, -3.162], [-2.136, -1.496, -4.185], [-0.459, 0.219, -4.106], [-0.822, -0.936, 3.471], [-1.723, -0.503, 2.418], [-2.661, -1.565, 2.099], [-2.408, 0.723, 2.822], [-1.507, 1.938, 2.710], [-1.463, 2.850, 3.758], [-0.706, 4.004, 3.649], [0.009, 4.232, 2.489], [-0.019, 3.294, 1.464], [-0.780, 2.123, 1.523], [-1.372, -1.245, 4.374], [-0.159, -0.112, 3.729], [-0.224, -1.776, 3.119], [-3.272, -1.853, 2.972], [-2.112, -2.442, 1.752], [-3.322, -1.242, 1.292], [-2.799, 0.634, 3.852], [-3.260, 0.873, 2.146], [-2.021, 2.663, 4.668], [-0.672, 4.713, 4.465], [0.599, 5.133, 2.384], [0.578, 3.492, 0.579], [-1.158, -1.354, -1.003], [-0.019, -2.235, -0.785], [-0.337, -3.490, -0.151], [1.021, -1.344, -0.006], [2.094, -1.792, 0.677], [2.742, -3.003, 0.471], [3.845, -3.365, 1.244], [4.326, -2.548, 2.236], [3.713, -1.302, 2.475], [4.135, -0.403, 3.476], [3.519, 0.813, 3.600], [2.459, 1.124, 2.731], [2.010, 0.295, 1.824], [2.607, -0.901, 1.678], [0.715, -2.519, -2.399], [1.446, -1.471, -2.927], [2.080, -1.624, -4.147], [2.032, -2.849, -4.797], [1.321, -3.904, -4.249], [0.638, -3.732, -3.055], [2.381, -3.680, -0.290], [4.322, -4.316, 1.049], [5.182, -2.834, 2.827], [4.939, -0.698, 4.138], [3.835, 1.535, 4.339], [1.956, 2.082, 2.778], [1.513, -0.555, -2.352], [2.614, -0.794, -4.590], [2.554, -2.987, -5.732], [1.293, -4.861, -4.749], [0.062, -4.530, -2.615]],
  "lumo_ev": 0.267,
  "gap_ev": 7.63,
  "relative_energy_ev": 1.1587
}

Computed calculated total energy (Ha) in order:
-3546.5938; -2742.7046; -1864.3849; -3092.3095; -10698.7738; -2669.1072